177
Properties=species:S:1:pos:R:3:forces:R:3:lowdin_charge:R:1 method="wB97M-V/def2-TZVPD" e_tot_ha=-4493.3753 spin_multiplicity=2 max_force_ev_per_a=9.10 mol_weight_g_mol=1233.3 e_homo_ev="-7.10 / -7.98"
C 0.97851 0.56220 1.13208 1.1 1.3 1.8 -0.038
C 0.70498 -0.12204 -0.14303 1.4 -2.8 -1.4 -0.435
C -0.08852 -1.43747 0.20736 0.8 0.4 0.2 -0.127
C -1.48977 -1.14508 0.74249 -0.7 0.3 -2.8 -0.149
C -2.19184 -0.40238 -0.50401 0.0 -0.6 1.5 -0.082
C -1.52386 0.92323 -1.04800 0.6 -2.5 -2.1 -0.406
N -0.05332 0.55305 -1.20770 0.3 3.8 -2.8 -0.050
O 0.53566 1.36332 -2.18361 -1.0 -2.8 3.8 -0.076
C -1.61907 2.18086 -0.23585 -0.6 0.1 0.9 -0.015
C -2.10446 0.96373 -2.51595 -0.6 0.1 1.5 -0.029
C 2.12577 -0.51069 -0.73959 -0.5 0.0 -0.7 -0.021
H 1.65969 -0.04348 1.72977 0.0 -0.6 -0.2 0.087
H 0.16485 0.71332 1.84146 -0.4 0.3 -0.4 0.069
H 1.60679 1.44709 1.03041 -0.6 0.5 -0.2 0.074
H 0.44234 -2.09827 0.89265 0.5 0.6 0.6 0.098
H -0.07774 -2.09035 -0.66542 -0.7 0.3 -0.5 0.118
H -1.61149 -0.64229 1.70191 0.6 0.1 -0.2 0.066
H -1.94243 -2.13342 0.82237 -0.4 0.2 0.2 0.081
H -3.27818 -0.37184 -0.42027 -0.2 1.0 0.7 0.084
H -2.21317 -1.16683 -1.28071 0.9 0.2 -0.4 0.115
H -1.06933 3.03894 -0.62261 0.4 -0.4 -0.2 0.081
H -1.28123 1.92924 0.76946 0.2 0.4 0.1 0.066
H -2.63741 2.54783 -0.10772 -0.3 -0.3 -0.2 0.065
H -1.79092 1.76249 -3.18809 0.5 -0.2 0.2 0.075
H -3.17776 1.09871 -2.38214 -0.3 0.0 0.0 0.047
H -2.01851 -0.05317 -2.89888 0.4 0.5 -0.5 0.060
H 2.10123 -0.99739 -1.71459 -0.9 -0.2 -0.1 0.060
H 2.69531 -1.19558 -0.11138 -0.3 0.3 0.5 0.049
H 2.73870 0.35757 -0.98152 -0.1 0.4 0.6 0.066
C -0.25677 0.73149 -11.88148 1.2 1.7 0.0 -0.060
C 0.19546 0.54979 -10.40064 -0.7 -1.2 -2.1 -0.201
O -0.26008 1.56695 -9.56152 -0.6 1.2 -0.4 0.058
C -0.18538 1.38470 -8.27894 0.9 -2.0 2.7 -0.477
O 0.42050 0.41025 -7.70373 -2.4 3.9 -2.3 0.030
O -0.89699 2.38637 -7.69104 1.1 -1.6 -2.5 0.001
C -1.10033 2.28979 -6.32560 0.4 -0.5 1.7 -0.068
H 0.05390 -0.14343 -12.45253 -0.6 -0.3 0.2 0.079
H 0.22455 1.54150 -12.42949 0.5 0.3 0.3 0.065
H -1.29698 1.03958 -11.98714 -0.2 -0.8 0.3 0.079
H 1.27155 0.45689 -10.25400 -0.2 -0.5 -0.2 0.137
H -0.41686 -0.33745 -10.23949 0.8 -0.5 1.2 0.126
H -0.17105 2.57826 -5.83436 -0.3 0.6 0.4 0.108
H -1.24938 1.26419 -5.98792 -0.4 -0.1 -0.1 0.074
H -1.98228 2.89921 -6.12840 0.4 0.0 0.4 0.104
C 5.64360 2.66989 -0.62178 1.0 0.5 1.7 -0.034
C 6.31449 3.45758 0.61985 -1.2 -0.8 -1.0 -0.123
O 6.61370 2.51553 1.69405 -0.8 -0.3 -2.6 0.048
C 7.17342 2.83690 2.80568 1.1 2.5 2.9 -0.641
O 7.63644 3.92472 3.18925 -0.9 -1.6 -1.3 0.075
O 7.07894 1.78338 3.60359 1.0 -1.1 1.0 0.007
C 7.57841 1.85517 4.97069 -0.5 1.2 0.3 -0.024
H 5.33447 3.39399 -1.37558 0.6 0.1 -0.1 0.059
H 4.74984 2.07795 -0.42456 0.1 0.0 0.7 0.061
H 6.43043 2.00249 -0.97333 -0.2 0.0 -0.4 0.072
H 5.61888 4.20432 1.00273 0.1 0.0 0.0 0.105
H 7.20777 3.94651 0.23115 0.1 -0.1 0.4 0.121
H 6.85181 2.44231 5.53231 -0.5 -0.5 0.2 0.079
H 8.46762 2.44067 5.20436 0.5 0.0 -1.2 0.089
H 7.74768 0.86505 5.39391 -0.5 0.0 -0.5 0.093
C 4.17340 -3.41633 -1.57492 -0.2 -0.7 0.5 -0.043
C 3.13756 -3.96762 -0.56338 0.2 0.9 -0.9 -0.187
O 3.06330 -5.39560 -0.65387 -0.2 -0.5 0.1 0.031
C 2.04191 -5.96218 -1.34355 -1.5 3.5 -0.2 -0.584
O 1.09667 -5.37084 -1.87725 2.0 -1.0 1.1 0.097
O 2.19834 -7.24677 -1.29895 0.4 -2.3 1.2 0.032
C 1.09874 -7.96484 -1.81270 -1.1 -0.6 -1.7 -0.055
H 3.98694 -2.34885 -1.69253 0.1 -0.1 -0.5 0.060
H 4.20121 -4.01538 -2.48511 -0.7 0.5 -0.4 0.078
H 5.20025 -3.56142 -1.23931 0.1 0.1 0.6 0.056
H 2.13782 -3.55165 -0.68826 0.1 0.0 -0.5 0.106
H 3.44154 -3.58463 0.41079 0.0 -1.0 0.4 0.098
H 0.12775 -7.65011 -1.43031 0.2 1.0 -0.4 0.101
H 0.95862 -9.03745 -1.67865 1.7 -0.2 1.0 0.089
H 1.25923 -7.90619 -2.88923 -1.1 0.4 -0.2 0.103
C -6.06625 -3.58497 4.86207 -0.2 0.2 1.4 -0.060
C -6.11995 -3.68588 3.40792 -0.8 2.1 -1.3 -0.259
O -5.05198 -4.46452 2.99896 1.8 -3.1 -1.1 0.047
C -3.83224 -4.03622 2.73371 1.7 2.0 -1.3 -0.456
O -3.56642 -2.83355 2.56413 -0.1 -2.7 0.7 0.073
O -2.90927 -5.08946 2.56282 -3.3 0.9 0.9 -0.006
C -1.58106 -4.77352 2.24995 1.4 1.2 -0.6 -0.068
H -6.39253 -4.53930 5.27546 0.0 0.2 0.4 0.089
H -6.68988 -2.75570 5.19598 -0.1 -0.2 0.2 0.090
H -5.04267 -3.38159 5.17674 0.0 0.0 0.1 0.082
H -6.12684 -2.71042 2.92158 0.6 0.3 0.0 0.115
H -7.06903 -4.08927 3.05489 0.3 -0.8 0.0 0.135
H -1.22264 -3.95237 2.87072 0.0 0.1 -0.2 0.070
H -1.43649 -4.51300 1.20147 -0.5 0.4 -0.1 0.098
H -0.87936 -5.60116 2.35349 -0.7 -0.5 0.6 0.099
C 5.16671 -2.18700 2.22733 -2.7 -0.9 -0.3 -0.779
O 4.08988 -1.74815 1.89038 -1.5 2.3 -1.4 0.011
N 5.21716 -2.90796 3.29775 0.6 -1.3 3.9 0.192
N 6.23001 -2.23135 1.51081 4.1 0.4 -3.0 0.196
H 5.90737 -3.64363 3.34772 -0.6 0.0 0.6 0.122
H 4.31689 -2.94924 3.75374 0.6 -0.9 0.4 0.088
H 6.15131 -2.08996 0.51386 0.1 0.1 0.3 0.116
H 6.97914 -2.80407 1.87260 0.1 0.3 -0.6 0.116
C 3.31594 3.73420 4.35924 -2.6 -0.8 -0.1 -0.766
O 2.20302 3.38185 4.73320 -1.0 -0.3 1.2 0.019
N 4.33977 4.10159 5.03331 3.1 1.2 5.9 0.174
N 3.67441 3.81640 3.15305 0.6 -0.1 -6.7 0.201
H 5.05384 4.60950 4.53109 0.0 0.0 1.1 0.119
H 4.19577 4.15810 6.03140 0.7 0.3 -0.1 0.128
H 3.04083 3.68443 2.37765 0.0 -0.1 -0.3 0.060
H 4.64914 4.00830 2.97088 -0.6 -0.2 -0.6 0.094
C 0.30218 -1.12114 -4.62116 0.4 0.6 1.7 -0.823
O 0.14386 -1.35405 -3.46849 0.3 -1.6 3.7 0.070
N -0.59568 -1.26608 -5.50678 -4.8 -1.3 -3.9 0.178
N 1.31955 -0.54615 -5.19901 5.1 2.1 -1.1 0.166
H -0.36605 -0.82372 -6.38525 -1.0 -0.7 -0.1 0.068
H -1.53263 -1.50342 -5.21371 -0.1 0.4 -0.3 0.093
H 1.11404 0.01450 -6.01359 0.7 -0.2 0.2 0.053
H 2.24639 -0.50909 -4.79940 -0.5 0.2 0.2 0.113
C -1.05084 -1.36990 4.71980 -0.4 0.9 0.9 -0.760
O -0.42072 -1.50211 3.71078 -0.3 -0.2 -3.1 0.051
N -2.31309 -1.00713 4.98947 -1.4 0.1 -2.1 0.196
N -0.42986 -1.47654 5.84940 2.8 -0.6 4.8 0.162
H -2.88911 -1.12257 4.16790 -1.0 0.2 0.4 0.072
H -2.62771 -1.13232 5.94102 -0.5 0.0 -0.7 0.113
H -0.95045 -1.24990 6.68469 0.8 -0.1 0.1 0.113
H 0.57916 -1.44349 5.87935 -0.2 -0.1 0.0 0.135
C -5.79038 0.16078 -1.27015 0.5 0.6 -1.7 -0.694
O -5.65513 -0.06913 -2.47952 -0.4 -0.4 0.8 0.003
N -6.24207 -0.63821 -0.34287 -1.3 -3.2 1.5 0.189
N -5.45162 1.36148 -0.76523 0.7 1.8 -0.1 0.171
H -6.59693 -1.57395 -0.47914 0.2 0.3 -1.0 0.123
H -6.08710 -0.50730 0.64655 0.0 0.8 0.3 0.035
H -5.68281 1.66174 0.17099 0.1 -0.2 -0.3 0.092
H -5.02927 1.99195 -1.43173 -0.1 0.0 0.4 0.103
C 1.98818 4.30482 -0.05785 -1.0 0.4 -0.1 -0.744
O 2.30833 3.64836 0.89947 1.1 -1.4 1.2 0.023
N 0.93120 5.08595 -0.03122 -2.2 1.0 1.8 0.175
N 2.52134 4.32803 -1.24062 2.3 -0.3 -1.9 0.201
H 0.60033 5.61444 -0.82577 -0.3 -0.3 0.6 0.112
H 0.35051 4.74146 0.71993 -0.9 1.1 -0.3 0.073
H 1.89600 4.77261 -1.89742 1.2 -0.8 -0.9 0.118
H 3.31842 3.71624 -1.34299 -0.4 0.2 -1.1 0.089
C -2.67305 5.26816 1.21073 0.6 -1.1 -1.4 -0.747
O -1.48330 5.36598 1.36345 2.7 1.0 0.6 0.006
N -3.28314 5.91670 0.24129 -1.8 2.1 -1.6 0.173
N -3.33396 4.28870 1.76333 -1.6 -0.7 1.5 0.192
H -4.29268 5.89102 0.22490 0.4 0.1 -0.7 0.107
H -2.71450 6.23002 -0.53239 -0.5 0.3 0.3 0.120
H -4.29822 4.14463 1.49959 0.4 -0.6 0.3 0.108
H -2.68511 3.58740 2.09085 -0.9 -0.9 0.8 0.063
C -1.12767 2.64162 3.81413 -1.4 2.1 -4.8 -0.736
O -2.19403 2.22027 3.37268 -2.1 -0.1 0.0 -0.031
N -0.40023 2.10139 4.66537 2.9 -4.6 5.7 0.209
N -0.42492 3.62422 3.26827 0.6 2.4 -1.1 0.206
H -0.71572 1.23543 5.07850 0.3 0.1 -0.1 0.108
H 0.58063 2.29494 4.52203 0.4 -0.4 1.1 0.087
H 0.47689 3.77380 3.69775 0.1 0.5 -0.2 0.077
H -0.76511 4.33936 2.64142 -0.3 -0.1 -0.1 0.055
C -5.13326 0.64849 2.61212 -0.9 0.3 1.8 -0.801
O -6.11658 0.07916 2.23481 -3.3 -1.0 -1.3 0.034
N -5.10087 1.74924 3.31632 -1.4 4.1 2.0 0.182
N -3.95897 0.15748 2.56669 4.1 -2.9 -1.7 0.199
H -4.31718 1.87351 3.94121 0.1 0.4 -0.3 0.095
H -5.95366 2.22998 3.56477 0.1 -0.3 -0.1 0.119
H -3.20110 0.82359 2.61173 0.6 -0.3 0.0 0.074
H -3.92967 -0.66175 1.97668 0.8 -0.1 0.0 0.093
C -4.09157 0.21485 -5.46098 2.6 -3.3 1.5 -0.780
O -3.38099 -0.57768 -4.82747 0.0 -0.1 -0.4 0.006
N -5.07626 0.81896 -4.92540 -2.4 2.4 1.2 0.187
N -3.95115 0.41584 -6.74058 0.9 0.7 -4.4 0.164
H -5.59369 1.46857 -5.50019 -0.4 -0.2 0.9 0.118
H -5.14925 0.56793 -3.94982 -1.1 0.6 0.7 0.049
H -3.32190 -0.17517 -7.26484 0.0 0.4 0.2 0.117
H -4.29585 1.27889 -7.13608 0.2 -0.4 -0.3 0.107
C 2.02992 -4.01066 3.84967 4.3 -0.6 -2.0 -0.789
O 2.97613 -4.81123 3.85904 0.0 0.0 0.1 -0.002
N 1.95001 -2.90958 3.15769 1.1 2.1 -2.1 0.195
N 0.97396 -4.10950 4.52262 -6.5 -2.8 5.7 0.171
H 1.11605 -2.36193 3.31482 0.5 0.6 -0.6 0.055
H 2.78820 -2.56940 2.70845 -0.3 0.6 -0.6 0.046
H 0.85855 -4.85335 5.19603 0.3 -0.1 -0.3 0.130
H 0.25577 -3.40489 4.61102 0.5 -0.1 -0.4 0.068